Entry from the OMol25 dataset: a single C5H9NO molecule at a distorted geometry (ωB97M-V/def2-TZVPD).

HOMO energy: -9.728 eV
gap between HOMO and LUMO: 10.8080 eV
ΔE to the lowest compared entry with this formula, charge and spin: 73.10 kcal per mole
structure (SMILES): [H]/N=C(/C)OC1CC1
E: -8866.04265 eV

Positions of all 16 atoms, in Å:
H  -1.67  -1.87  -0.28
N  -1.93  -0.90  -0.10
C  -1.13  -0.19  0.56
C  -1.30  1.27  0.80
O  0.06  -0.59  1.28
C  0.81  -0.91  0.15
C  1.99  -0.19  -0.35
C  0.69  0.04  -1.05
H  -1.93  1.30  1.68
H  -0.34  1.72  1.05
H  -1.78  1.80  -0.03
H  0.70  -1.96  -0.11
H  2.36  0.64  0.24
H  2.73  -0.78  -0.87
H  0.32  1.07  -1.02
H  0.42  -0.46  -1.97

---

Entry from the OMol25 dataset: a single C5H7N3 molecule at a distorted geometry (ωB97M-V/def2-TZVPD).

HOMO energy: -9.456 eV
gap between HOMO and LUMO: 10.3990 eV
ΔE to the lowest compared entry with this formula, charge and spin: 52.20 kcal per mole
structure (SMILES): [H]/N=C(/C)n1cccn1
E: -9767.12419 eV

Positions of all 15 atoms, in Å:
H  -1.19  1.87  -1.75
N  -0.45  2.06  -1.11
C  0.11  1.32  -0.28
C  1.26  1.69  0.55
N  -0.36  -0.13  -0.08
C  0.16  -1.14  0.70
C  -0.52  -2.26  0.39
C  -1.39  -1.88  -0.72
N  -1.22  -0.60  -0.95
H  1.41  2.69  0.58
H  1.34  1.31  1.64
H  2.24  1.43  0.20
H  0.95  -0.83  1.31
H  -0.29  -3.18  0.89
H  -2.07  -2.36  -1.36

---

Entry from the OMol25 dataset: C18H26N8O8SZn as an isolated structure at a distorted geometry (ωB97M-V/def2-TZVPD).

HOMO energy (alpha / beta): -8.233 / -8.233 eV
gap between HOMO and LUMO (alpha / beta): 6.9849 / 6.9815 eV
ΔE to the lowest compared entry with this formula, charge and spin: 95.39 kcal per mole
E: -106636.92453 eV

Positions of all 62 atoms, in Å:
Zn  -1.38  -0.50  0.19
C  -1.53  0.28  5.13
C  -0.64  -0.80  4.62
N  0.42  -1.23  5.22
N  0.84  -2.29  4.46
C  0.05  -2.55  3.41
S  0.07  -3.87  2.39
N  -0.88  -1.54  3.48
N  -1.85  -1.33  2.49
H  -1.09  0.67  6.04
H  -2.52  -0.12  5.35
H  -1.63  1.09  4.41
H  1.65  -2.81  4.74
H  -2.13  -2.27  2.16
H  -2.65  -0.88  2.93
O  2.30  -1.39  -0.43
C  1.33  -2.10  -0.56
C  1.32  -3.50  -1.19
C  -0.15  -3.91  -1.17
C  -0.82  -2.75  -0.49
O  -2.04  -2.58  -0.26
N  0.05  -1.78  -0.17
H  1.95  -4.15  -0.58
H  1.75  -3.45  -2.19
H  -0.34  -4.83  -0.62
H  -0.58  -4.02  -2.17
C  -1.48  -1.32  -4.59
C  -0.76  -0.09  -4.05
C  0.68  -0.08  -4.55
C  -1.47  1.19  -4.49
N  -0.65  -0.22  -2.58
N  -1.89  -0.09  -1.85
H  -1.45  -1.32  -5.68
H  -2.53  -1.34  -4.29
H  -1.00  -2.22  -4.23
H  0.71  -0.14  -5.64
H  1.23  -0.92  -4.13
H  1.19  0.84  -4.24
H  -1.36  1.34  -5.56
H  -1.05  2.07  -3.99
H  -2.54  1.16  -4.27
H  -0.02  0.49  -2.21
H  -2.51  -0.80  -2.23
H  -2.29  0.83  -2.00
O  -1.34  2.27  2.86
C  -0.74  1.96  1.84
O  -1.28  1.32  0.86
C  0.71  2.34  1.66
C  1.60  1.45  1.08
C  2.92  1.82  0.86
C  3.35  3.09  1.22
C  2.45  3.95  1.82
C  1.14  3.59  2.06
N  2.90  5.30  2.21
O  4.01  5.64  1.86
O  2.14  5.99  2.86
H  1.29  0.46  0.78
H  3.60  1.12  0.39
H  4.37  3.42  1.06
H  0.45  4.29  2.52
O  -0.50  2.38  -0.96
O  -1.41  2.88  -1.56

---

Entry from the OMol25 dataset: an isolated ion of composition C8H14N and charge +1 at a distorted geometry (ωB97M-V/def2-TZVPD).

HOMO energy (alpha / beta): -12.657 / -12.657 eV
gap between HOMO and LUMO (alpha / beta): 8.7813 / 8.7806 eV
ΔE to the lowest compared entry with this formula, charge and spin: 119.72 kcal per mole
total charge: +1
structure (SMILES): CC=C=C=C[N+](C)(C)C
E: -9999.88733 eV

Positions of all 23 atoms, in Å:
C  -3.23  0.16  -0.97
C  -2.37  0.99  -0.02
C  -2.01  0.58  1.17
C  -0.98  -0.18  1.24
C  -0.17  -0.63  0.28
N  1.28  -0.19  0.25
C  1.49  0.89  1.15
C  1.48  0.30  -1.16
C  1.97  -1.46  0.58
H  -4.21  0.15  -0.60
H  -2.73  -0.86  -1.03
H  -3.42  0.53  -1.96
H  -2.35  2.09  -0.16
H  -0.34  -1.51  -0.24
H  1.34  0.62  2.17
H  2.56  1.26  1.08
H  0.67  1.56  0.84
H  2.35  0.78  -1.48
H  1.63  -0.53  -1.80
H  0.63  0.87  -1.42
H  3.00  -1.43  0.85
H  1.45  -1.86  1.50
H  1.98  -2.12  -0.29

---

Entry from the OMol25 dataset: an isolated ion of composition C7H8NS and charge +1 at a distorted geometry (ωB97M-V/def2-TZVPD).

HOMO energy: -13.873 eV
gap between HOMO and LUMO: 9.2486 eV
ΔE to the lowest compared entry with this formula, charge and spin: 18.50 kcal per mole
total charge: +1
E: -19704.36575 eV

Positions of all 17 atoms, in Å:
C  0.13  -0.65  -0.46
C  -1.08  -0.59  -0.46
C  -2.80  1.11  -0.28
C  -4.10  1.15  0.12
C  -3.37  -1.10  -0.11
C  2.15  0.19  0.64
C  1.56  -0.80  -0.38
N  -2.42  -0.21  -0.39
S  -4.81  -0.42  0.28
H  -2.10  1.78  -0.46
H  -4.72  2.02  0.22
H  -3.15  -2.18  -0.21
H  2.26  1.23  0.20
H  3.11  0.01  1.23
H  1.33  0.41  1.42
H  1.71  -1.81  -0.10
H  2.01  -0.83  -1.36

---

Entry from the OMol25 dataset: a single C6H6N2 molecule at a distorted geometry (ωB97M-V/def2-TZVPD).

HOMO energy: -9.038 eV
gap between HOMO and LUMO: 8.3134 eV
ΔE to the lowest compared entry with this formula, charge and spin: 59.93 kcal per mole
structure (SMILES): [H]/N=C1\C=CC(=C)C=N1
E: -9296.14558 eV

Positions of all 14 atoms, in Å:
H  3.33  0.71  -0.35
N  2.95  -0.33  -0.13
C  1.69  -0.37  -0.08
C  1.09  0.91  0.10
C  -0.20  1.04  -0.10
C  -1.08  -0.21  -0.07
C  -2.45  -0.01  -0.16
C  -0.37  -1.48  0.02
N  0.85  -1.49  0.03
H  1.88  1.73  0.41
H  -0.66  2.03  0.19
H  -3.05  0.89  -0.06
H  -3.08  -0.93  0.13
H  -0.89  -2.48  0.09

---

Entry from the OMol25 dataset: an isolated ion of composition C4H6N3 and charge +1 at a distorted geometry (ωB97M-V/def2-TZVPD).

HOMO energy: -15.454 eV
gap between HOMO and LUMO: 9.6652 eV
ΔE to the lowest compared entry with this formula, charge and spin: 74.48 kcal per mole
total charge: +1
structure (SMILES): C1=NC2(CC2)N=[NH+]1
E: -8705.27409 eV

Positions of all 13 atoms, in Å:
C  1.75  -0.85  0.09
N  0.50  -1.17  0.13
C  -0.11  0.06  -0.10
C  -1.48  0.50  0.60
C  -1.81  -0.23  -0.57
N  0.88  1.06  -0.15
N  1.98  0.45  -0.04
H  2.70  -1.38  0.15
H  -1.56  1.57  0.49
H  -1.68  0.11  1.64
H  -1.85  0.28  -1.63
H  -2.22  -1.23  -0.45
H  2.91  0.84  -0.15

---

Entry from the OMol25 dataset: a single C5H10O2 molecule at a distorted geometry (ωB97M-V/def2-TZVPD).

HOMO energy: -9.373 eV
gap between HOMO and LUMO: 10.2058 eV
ΔE to the lowest compared entry with this formula, charge and spin: 67.09 kcal per mole
structure (SMILES): C=C[C@@H](O)[C@@H](C)O
E: -9440.13377 eV

Positions of all 17 atoms, in Å:
C  2.58  -0.17  0.03
C  1.56  0.23  -0.73
C  0.27  -0.39  -0.20
O  0.42  -0.25  1.21
C  -1.12  0.19  -0.51
C  -2.13  -0.53  0.39
O  -1.17  1.56  -0.14
H  3.49  0.35  0.29
H  2.41  -1.08  0.60
H  1.65  0.97  -1.54
H  0.26  -1.46  -0.44
H  0.70  0.67  1.28
H  -1.39  0.05  -1.57
H  -3.12  -0.07  0.30
H  -2.21  -1.59  0.12
H  -1.80  -0.47  1.42
H  -0.40  2.00  -0.53

---

Entry from the OMol25 dataset: a single C5H5BrCl2O molecule at a distorted geometry (ωB97M-V/def2-TZVPD).

HOMO energy: -10.260 eV
gap between HOMO and LUMO: 10.7445 eV
structure (SMILES): C[C@]1(C(=O)Br)CC1(Cl)Cl
E: -102398.90426 eV

Positions of all 14 atoms, in Å:
C  -0.44  -0.07  -1.20
C  0.72  0.46  -0.38
C  2.23  -0.19  -1.01
O  2.33  -0.67  -2.08
Br  3.62  -0.35  0.32
C  0.62  0.65  1.13
C  0.66  1.79  0.27
Cl  2.12  2.73  0.19
Cl  -0.75  2.72  0.03
H  -1.22  -0.01  -0.38
H  -0.30  -1.09  -1.30
H  -0.59  0.38  -2.08
H  -0.36  0.35  1.57
H  1.45  0.27  1.80

---

Entry from the OMol25 dataset: a 2-piece molecular cluster, C5H5ClS2 overall at a distorted geometry (ωB97M-V/def2-TZVPD).

HOMO energy: -9.282 eV
gap between HOMO and LUMO: 8.5430 eV
ΔE to the lowest compared entry with this formula, charge and spin: 138.58 kcal per mole
E: -39451.91247 eV

Positions of all 13 atoms, in Å:
C  0.21  1.01  -0.72
C  0.25  -0.47  -1.04
C  -0.71  0.17  -0.04
C  -0.65  -0.22  1.34
C  -0.04  -0.86  2.34
H  1.00  3.37  0.01
H  0.00  1.62  -1.62
H  -0.35  -0.71  -2.00
H  -2.92  -0.93  0.13
H  0.04  -1.53  3.40
S  1.70  1.63  0.24
S  -2.64  0.27  -0.34
Cl  1.35  -1.77  -0.57

---

Entry from the OMol25 dataset: C30H50P4STm as an isolated structure at a distorted geometry (ωB97M-V/def2-TZVPD).

HOMO energy (alpha / beta): -16.039 / -16.039 eV
gap between HOMO and LUMO (alpha / beta): 5.9469 / 5.9884 eV
ΔE to the lowest compared entry with this formula, charge and spin: 0.00 kcal per mole
total charge: +3
multiplicity: 3
<S²>: 2.003
E: -109414.29231 eV

Positions of all 86 atoms, in Å:
Tm  -0.03  -0.17  -0.90
P  1.99  1.29  0.76
P  -1.76  1.97  -0.03
P  0.88  1.86  -2.56
H  -0.86  -3.17  -0.43
C  0.06  -2.96  -1.01
C  1.20  -2.74  -0.28
H  1.31  -3.30  0.64
C  2.62  0.91  2.46
C  1.91  3.12  0.99
C  3.63  1.16  -0.09
C  -3.38  1.66  -0.85
C  -2.51  2.41  1.60
C  -1.58  3.75  -0.53
C  2.31  1.12  -3.45
C  1.57  3.55  -2.40
C  -0.31  2.26  -3.92
H  0.01  -3.26  -2.07
H  2.10  -2.15  -0.58
H  2.53  -0.16  2.68
H  2.08  1.46  3.24
H  3.68  1.19  2.54
H  1.09  3.39  1.66
H  1.75  3.65  0.04
H  2.85  3.49  1.42
H  3.83  0.10  -0.30
H  4.41  1.54  0.59
H  3.66  1.73  -1.02
H  -4.02  2.52  -0.61
H  -3.82  0.74  -0.45
H  -3.24  1.58  -1.94
H  -3.39  3.03  1.37
H  -1.82  2.99  2.21
H  -2.83  1.53  2.16
H  -2.48  4.26  -0.16
H  -1.53  3.86  -1.61
H  -0.71  4.21  -0.06
H  2.18  1.34  -4.52
H  2.38  0.02  -3.32
H  3.26  1.57  -3.10
H  1.78  3.91  -3.42
H  2.52  3.54  -1.85
H  0.85  4.23  -1.93
H  0.26  2.17  -4.87
H  -0.70  3.30  -3.82
H  -1.16  1.56  -3.91
C  -0.60  -2.48  -5.17
C  -1.74  -2.39  -6.00
C  -1.75  -3.06  -7.24
C  -0.69  -3.92  -7.61
C  0.24  -4.26  -6.61
C  0.23  -3.62  -5.37
S  -0.08  -1.31  -3.92
H  -1.09  -1.31  -2.94
H  -2.58  -1.76  -5.68
H  -2.58  -2.95  -7.94
H  -0.65  -4.40  -8.61
H  0.98  -5.05  -6.77
H  0.88  -3.91  -4.54
C  -2.00  -1.91  1.96
P  -0.57  -0.82  2.27
C  -1.27  0.20  3.66
C  -0.55  1.34  4.03
C  -0.91  2.12  5.13
C  -2.06  1.79  5.85
C  -2.85  0.70  5.46
C  -2.46  -0.08  4.37
C  0.45  -1.97  3.33
C  0.03  -2.49  4.57
C  0.84  -3.39  5.28
C  2.09  -3.76  4.78
C  2.54  -3.24  3.55
C  1.71  -2.35  2.86
H  -2.86  -1.29  1.66
H  -2.23  -2.48  2.87
H  -1.73  -2.60  1.16
H  0.32  1.65  3.45
H  -0.31  2.99  5.43
H  -2.37  2.38  6.70
H  -3.77  0.44  5.99
H  -3.08  -0.93  4.07
H  -0.93  -2.20  4.98
H  0.48  -3.80  6.23
H  2.71  -4.45  5.33
H  3.51  -3.53  3.15
H  2.08  -1.95  1.91

---

Entry from the OMol25 dataset: C22H31N3PdSi as an isolated structure at a distorted geometry (ωB97M-V/def2-TZVPD).

HOMO energy (alpha / beta): -4.791 / -6.644 eV
gap between HOMO and LUMO (alpha / beta): 4.4554 / 5.3831 eV
ΔE to the lowest compared entry with this formula, charge and spin: 0.00 kcal per mole
multiplicity: 3
<S²>: 2.047
E: -39142.09827 eV

Positions of all 58 atoms, in Å:
C  -3.73  -0.12  -1.01
C  -3.87  1.25  -1.68
H  -4.02  -0.92  -1.70
H  -4.32  -0.19  -0.09
H  -2.69  -0.36  -0.71
H  -3.02  1.46  -2.32
H  -4.78  1.29  -2.29
H  -3.94  2.06  -0.95
C  -0.07  -2.63  -0.63
C  0.80  -3.70  -0.83
C  1.76  -3.64  -1.84
C  1.85  -2.48  -2.61
H  -0.84  -2.68  0.14
H  0.72  -4.57  -0.18
H  2.46  -4.45  -2.03
H  2.62  -2.34  -3.37
N  0.03  -1.52  -1.38
C  0.98  -1.40  -2.35
C  1.23  -0.06  -2.88
N  0.50  0.96  -2.37
C  0.83  2.24  -2.60
C  2.73  1.56  -3.90
C  1.97  2.58  -3.34
H  0.21  3.02  -2.17
H  2.20  3.63  -3.45
C  2.36  0.23  -3.69
H  2.93  -0.61  -4.08
H  3.62  1.77  -4.49
Pd  -1.03  0.30  -0.96
C  -1.34  2.18  -0.46
H  -1.47  2.74  -1.40
H  -0.44  2.51  0.08
H  -2.22  2.24  0.19
C  2.94  -0.33  0.29
Si  1.76  0.02  1.69
C  2.01  -1.36  2.92
C  2.30  1.68  2.37
N  0.05  -0.07  1.32
C  -0.90  -0.16  2.26
C  -2.11  -0.88  2.01
C  -3.27  -0.57  2.71
C  -3.18  0.24  3.84
C  -1.94  0.70  4.28
C  -0.79  0.50  3.53
H  3.94  -0.20  0.71
H  2.85  0.36  -0.57
H  2.86  -1.36  -0.08
H  3.06  -1.46  3.20
H  1.43  -1.22  3.84
H  1.69  -2.31  2.46
H  1.95  2.52  1.77
H  2.00  1.86  3.41
H  3.40  1.72  2.37
H  -2.10  -1.63  1.23
H  -4.22  -0.98  2.37
H  -4.09  0.47  4.40
H  -1.85  1.24  5.22
H  0.19  0.87  3.83

---

Copy entry 10 word for word.
Entry from the OMol25 dataset: a 2-piece molecular cluster, C5H5ClS2 overall at a distorted geometry (ωB97M-V/def2-TZVPD).

HOMO energy: -9.282 eV
gap between HOMO and LUMO: 8.5430 eV
ΔE to the lowest compared entry with this formula, charge and spin: 138.58 kcal per mole
E: -39451.91247 eV

Positions of all 13 atoms, in Å:
C  0.21  1.01  -0.72
C  0.25  -0.47  -1.04
C  -0.71  0.17  -0.04
C  -0.65  -0.22  1.34
C  -0.04  -0.86  2.34
H  1.00  3.37  0.01
H  0.00  1.62  -1.62
H  -0.35  -0.71  -2.00
H  -2.92  -0.93  0.13
H  0.04  -1.53  3.40
S  1.70  1.63  0.24
S  -2.64  0.27  -0.34
Cl  1.35  -1.77  -0.57

---

Question: What is the formula in the third record?
Answer: C18H26N8O8SZn